Molecular formula: C26H59InNP
Method: DFT, wB97M-V/def2-TZVPD

```
88
Properties=species:S:1:pos:R:3:forces:R:3:mulliken_charge:R:1
C 5.434 -1.038 0.926 -0.06 -0.01 0.01 -0.90
C 5.231 0.406 1.380 0.00 -0.03 -0.09 -0.86
C 4.689 1.314 0.275 0.14 -0.04 -0.09 0.51
C 5.753 1.739 -0.743 -0.02 0.08 0.08 -0.80
C 5.258 2.737 -1.803 0.10 -0.09 -0.09 -0.41
C 4.637 2.181 -3.101 -0.10 0.04 0.25 -1.23
C 3.700 0.974 -2.971 -0.01 0.02 -0.14 0.25
C 4.396 -0.394 -2.905 -0.01 0.03 0.03 0.14
C 3.586 -1.563 -3.497 0.03 -0.01 0.11 -1.29
C 2.866 -2.375 -2.421 -0.02 0.03 0.03 -1.03
C 1.887 -1.543 -1.575 0.04 -0.14 0.05 1.28
C 0.531 -2.200 -1.307 -0.01 0.05 -0.05 -0.95
C -0.568 -1.192 -0.946 0.06 -0.13 0.22 -0.93
In -0.043 0.288 0.654 0.28 -0.21 -0.25 0.83
P -0.637 2.688 0.110 -0.48 0.16 0.48 -0.21
C 0.877 3.747 -0.114 0.10 -0.06 -0.16 -0.42
C 1.480 3.891 -1.509 0.08 0.04 0.06 -0.74
C -1.557 2.754 -1.500 0.20 -0.01 -0.21 -0.74
C -0.931 2.133 -2.769 -0.14 -0.06 -0.02 -0.72
H 6.211 -1.126 0.164 -0.02 0.01 -0.01 0.27
H 5.711 -1.685 1.762 0.06 0.03 -0.01 0.43
H 4.503 -1.430 0.509 0.01 -0.02 -0.02 0.05
H 4.528 0.413 2.216 0.03 0.01 0.01 0.32
H 6.183 0.810 1.744 -0.06 0.02 0.08 0.33
H 4.270 2.220 0.724 -0.02 -0.01 -0.03 0.33
H 3.860 0.799 -0.214 -0.08 0.04 0.01 -0.42
H 6.555 2.222 -0.173 0.01 -0.01 -0.04 0.56
H 6.212 0.869 -1.220 -0.03 -0.02 -0.02 0.16
H 4.542 3.415 -1.327 -0.01 -0.06 0.01 0.10
H 6.108 3.360 -2.100 -0.07 0.06 0.00 0.38
H 5.429 1.937 -3.817 0.01 -0.04 0.04 0.47
H 4.063 2.999 -3.547 0.08 0.00 -0.06 0.31
H 3.049 1.120 -2.108 -0.06 -0.04 0.00 -0.59
H 3.039 0.962 -3.844 0.03 0.07 0.01 0.68
H 5.359 -0.306 -3.417 -0.04 -0.05 -0.05 0.70
H 4.622 -0.652 -1.868 0.15 0.07 0.04 -0.41
H 2.858 -1.180 -4.221 0.02 -0.02 0.00 0.43
H 4.258 -2.228 -4.047 -0.03 0.00 -0.02 0.31
H 2.338 -3.218 -2.880 0.02 0.03 -0.03 0.52
H 3.636 -2.805 -1.771 -0.08 -0.11 -0.01 0.29
H 2.347 -1.334 -0.606 -0.03 0.29 -0.07 -0.11
H 1.706 -0.577 -2.057 -0.03 -0.06 -0.02 -0.50
H 0.631 -2.921 -0.487 0.07 -0.07 -0.08 0.28
H 0.252 -2.777 -2.201 -0.05 -0.02 0.06 0.42
H -1.427 -1.758 -0.563 -0.07 0.05 -0.15 0.16
H -0.902 -0.676 -1.852 0.01 0.05 0.07 0.23
H -1.138 -0.125 2.024 -0.02 -0.01 -0.04 -0.31
H 1.605 0.176 1.251 0.00 0.02 0.00 -0.61
H 0.633 4.743 0.265 0.00 -0.02 0.03 0.45
H 1.623 3.322 0.564 -0.01 0.09 0.04 0.08
H 2.296 4.620 -1.502 -0.01 -0.02 0.01 0.42
H 0.741 4.242 -2.231 0.00 -0.03 -0.01 0.36
H 1.889 2.947 -1.868 -0.05 -0.04 -0.05 -0.07
H -1.801 3.806 -1.676 -0.05 -0.03 -0.03 0.54
H -2.510 2.262 -1.288 -0.01 0.05 0.04 0.25
H -1.580 1.363 -3.193 0.02 -0.01 0.04 0.37
H 0.030 1.664 -2.555 -0.01 0.01 -0.02 -0.11
H -0.782 2.878 -3.553 0.09 0.01 0.04 0.32
C -7.063 -3.566 3.615 0.00 0.01 0.00 -1.22
C -7.034 -2.608 2.426 -0.01 -0.02 0.01 -0.51
C -5.754 -2.643 1.593 -0.01 0.04 0.00 -0.59
N -4.663 -1.659 1.948 0.07 -0.02 -0.08 0.52
C -4.414 -1.625 3.433 0.03 -0.01 -0.02 -0.94
C -3.398 -0.573 3.836 0.03 0.04 0.02 -0.72
C -3.818 0.809 3.347 -0.05 0.02 0.04 -0.86
C -4.064 0.796 1.843 0.03 0.00 0.03 0.05
C -5.058 -0.283 1.457 -0.01 0.00 0.01 -0.75
C -3.429 -2.103 1.216 -0.13 0.14 -0.01 -1.12
H -6.388 -3.272 4.417 0.02 -0.01 -0.01 0.27
H -8.067 -3.614 4.035 0.00 0.00 0.00 0.39
H -6.788 -4.574 3.300 -0.01 0.00 0.00 0.33
H -7.266 -1.589 2.743 -0.02 0.00 -0.01 0.26
H -7.840 -2.890 1.746 0.00 0.03 -0.01 0.44
H -5.978 -2.431 0.548 0.03 -0.05 -0.01 0.40
H -5.301 -3.634 1.642 0.00 0.01 0.04 0.51
H -5.375 -1.406 3.897 -0.01 -0.01 -0.02 0.52
H -4.104 -2.632 3.713 -0.02 0.00 0.02 0.52
H -3.333 -0.593 4.925 -0.02 -0.01 0.00 0.42
H -2.403 -0.809 3.456 0.00 -0.01 -0.05 0.29
H -3.043 1.538 3.581 0.02 -0.01 -0.02 0.43
H -4.732 1.120 3.868 0.01 0.02 0.00 0.37
H -3.115 0.667 1.320 0.02 -0.02 0.00 -0.27
H -4.471 1.751 1.509 -0.02 -0.01 -0.01 0.49
H -5.162 -0.370 0.376 -0.02 0.01 0.00 0.41
H -6.040 -0.077 1.887 0.00 -0.01 0.01 0.41
H -3.673 -2.138 0.156 0.03 -0.05 -0.01 0.50
H -3.145 -3.090 1.572 -0.02 0.00 0.03 0.31
H -2.617 -1.399 1.376 0.13 0.08 0.07 -0.04
```
Forces are in eV/Å.

Results
Energy in eV: -43868.582
Molecular weight in g mol⁻¹: 531.557



Molecular formula: C26H59N9O3P2SSiTeY
Method: DFT, wB97M-V/def2-TZVPD

```
103
Properties=species:S:1:pos:R:3:forces:R:3:mulliken_charge:R:1
Y -0.298 1.011 0.342 1.06 -0.19 -0.65 -0.65
N 1.092 3.157 -0.783 -0.19 -0.04 0.04 -0.42
C 2.096 3.771 0.094 -0.07 -0.12 -0.12 -0.29
C 1.482 4.012 1.453 0.02 -0.03 0.19 -1.08
N 1.048 2.769 2.116 -0.14 -0.14 -0.24 0.42
C 2.114 2.091 2.863 -0.06 0.16 0.14 -1.42
C 2.690 0.931 2.087 -0.15 -0.15 0.00 1.00
N 1.598 -0.006 1.799 -0.28 -0.01 -0.22 -0.06
H 1.503 2.859 -1.659 0.05 -0.05 0.02 -0.02
H 0.374 3.842 -0.991 -0.03 0.05 -0.02 0.29
H 2.463 4.726 -0.286 0.03 0.08 -0.09 0.51
H 2.959 3.107 0.158 0.01 -0.04 0.01 0.12
H 0.599 4.636 1.326 -0.03 0.04 0.01 0.34
H 2.189 4.560 2.085 0.04 0.00 0.03 0.42
H 0.302 3.022 2.754 -0.06 -0.01 0.04 0.00
H 1.691 1.710 3.795 -0.01 -0.02 0.06 0.40
H 2.911 2.787 3.136 0.04 0.06 0.03 0.37
H 3.502 0.467 2.650 0.05 -0.02 0.05 0.60
H 3.091 1.273 1.139 0.04 0.01 -0.11 -0.93
H 1.245 -0.393 2.669 -0.07 -0.02 0.04 0.18
H 1.915 -0.791 1.236 0.07 0.01 0.00 -0.19
C -0.885 -3.908 -1.698 0.14 0.00 -0.21 -0.87
N 0.548 -3.608 -1.793 -0.20 -0.50 -0.17 1.12
C 1.381 -4.681 -2.340 -0.17 0.05 0.01 -0.96
P 1.217 -2.399 -0.941 -0.30 0.41 0.20 -1.36
O 0.181 -1.471 -0.441 -0.14 0.23 0.09 1.43
O 2.290 -1.771 -1.963 -0.01 -0.15 -0.03 -0.22
P 2.417 -0.198 -2.316 -0.08 0.18 0.45 -1.52
O 1.850 0.598 -1.191 0.04 -0.02 -0.09 1.51
N 3.993 0.152 -2.530 0.33 0.02 0.01 0.38
C 4.779 -0.427 -3.624 -0.05 0.02 0.13 -1.10
C 4.817 0.605 -1.406 0.00 -0.06 -0.16 -0.86
N 1.745 -0.132 -3.792 -0.38 0.20 -0.30 0.46
C 1.635 1.210 -4.391 0.07 -0.16 -0.05 -0.93
C 0.719 -1.069 -4.274 0.10 0.08 -0.11 -0.89
N 2.216 -2.878 0.275 0.32 -0.22 0.30 0.61
C 1.547 -3.435 1.462 0.12 -0.03 -0.08 -0.89
C 3.523 -3.494 0.019 -0.08 0.03 0.13 -1.08
H -1.259 -4.166 -2.692 0.03 -0.03 0.00 0.31
H -1.428 -3.038 -1.340 0.06 0.04 0.02 0.13
H -1.073 -4.749 -1.027 0.00 -0.01 0.01 0.26
H 1.028 -4.944 -3.339 -0.03 0.00 0.00 0.35
H 1.336 -5.576 -1.715 0.01 -0.02 0.01 0.31
H 2.421 -4.370 -2.432 -0.04 0.07 0.03 0.25
H 4.133 -0.763 -4.429 -0.08 0.01 0.01 0.33
H 5.372 -1.274 -3.267 0.00 -0.02 0.00 0.32
H 5.463 0.324 -4.020 0.00 0.04 0.02 0.36
H 4.196 1.021 -0.624 -0.12 0.02 0.03 -0.02
H 5.509 1.378 -1.743 -0.01 -0.02 -0.07 0.35
H 5.405 -0.220 -0.992 -0.01 -0.01 0.00 0.30
H 2.473 1.836 -4.086 0.00 -0.04 0.06 0.34
H 0.696 1.693 -4.113 -0.01 0.00 0.00 0.17
H 1.673 1.117 -5.477 0.00 -0.03 -0.01 0.39
H 0.865 -2.058 -3.851 0.05 -0.01 0.04 0.08
H 0.817 -1.147 -5.358 0.01 0.02 -0.01 0.46
H -0.287 -0.721 -4.027 0.10 0.00 0.00 0.27
H 0.597 -2.938 1.643 -0.01 0.04 -0.07 -0.05
H 2.189 -3.282 2.330 0.03 -0.01 0.01 0.41
H 1.365 -4.509 1.357 -0.01 -0.01 -0.01 0.34
H 3.984 -3.079 -0.872 -0.04 0.04 -0.02 0.23
H 3.440 -4.579 -0.092 0.01 -0.02 -0.01 0.28
H 4.178 -3.292 0.867 0.00 0.00 0.03 0.36
Te -2.014 3.571 0.450 -0.51 0.16 -0.01 0.04
C -2.398 3.771 2.519 0.05 -0.11 0.17 0.39
C -2.079 2.747 3.419 -0.10 0.17 0.05 0.16
C -2.324 2.889 4.782 0.02 0.01 -0.10 -0.74
C -2.892 4.058 5.266 -0.03 0.05 -0.03 -0.57
C -3.216 5.079 4.380 0.04 -0.03 -0.08 -0.52
C -2.973 4.943 3.017 0.08 -0.12 0.15 -0.66
H -1.666 1.812 3.055 -0.01 -0.01 -0.01 0.00
H -2.078 2.080 5.462 -0.01 0.02 -0.03 0.39
H -3.086 4.170 6.325 0.00 0.02 -0.03 0.40
H -3.662 5.993 4.753 0.00 -0.01 -0.01 0.37
H -3.228 5.751 2.341 0.01 -0.06 0.03 0.41
C -3.407 -0.660 -4.263 -0.16 0.12 0.18 -0.76
N -3.930 0.065 -3.110 -0.03 -0.29 -0.36 0.07
C -5.263 0.099 -2.712 0.24 -0.08 -0.19 -0.33
C -5.315 0.846 -1.594 0.12 0.10 0.13 -0.56
N -4.021 1.247 -1.332 -0.09 0.17 0.19 0.58
C -3.173 0.774 -2.247 0.04 -0.15 -0.13 -0.46
S -1.472 0.982 -2.366 -0.11 0.05 0.24 0.00
H -4.250 -1.048 -4.828 0.00 -0.02 -0.01 0.33
H -2.774 -1.483 -3.938 0.02 -0.03 0.05 0.23
H -2.825 0.007 -4.893 0.01 0.06 -0.01 0.33
H -6.039 -0.406 -3.261 0.08 0.04 0.02 0.44
H -6.145 1.123 -0.969 0.07 0.01 -0.02 0.46
H -3.698 1.862 -0.586 0.02 0.15 0.22 -0.28
C -1.122 -1.247 3.885 0.26 0.03 0.22 -0.85
Si -2.384 -1.426 2.501 -0.03 -0.02 0.09 0.39
C -2.160 -3.141 1.773 0.03 -0.27 -0.09 -0.89
C -4.044 -1.407 3.348 -0.29 -0.07 0.25 -1.23
C -2.244 -0.126 1.225 0.21 0.30 -0.07 -0.23
H -1.385 -1.899 4.726 0.05 0.10 -0.07 0.47
H -1.081 -0.217 4.264 0.04 -0.14 -0.03 0.13
H -0.115 -1.544 3.563 -0.10 0.04 0.07 0.14
H -3.132 -3.542 1.464 0.12 0.01 -0.02 0.44
H -1.729 -3.844 2.497 -0.07 0.05 -0.09 0.40
H -1.514 -3.106 0.892 -0.03 -0.03 0.08 -0.13
H -4.121 -2.238 4.061 -0.07 0.13 -0.07 0.31
H -4.853 -1.511 2.617 0.06 0.01 0.09 0.33
H -4.211 -0.473 3.900 0.02 -0.11 -0.08 0.32
H -2.904 0.687 1.563 -0.02 0.00 -0.09 0.63
H -2.709 -0.532 0.311 0.08 0.02 -0.02 0.11
```
Forces are in eV/Å.

Results
Energy relative to the best compared isomer or geometry (same formula, charge and spin) in eV: 0.6374
Net charge: +1
Molecular weight in g mol⁻¹: 884.425



Which of these has the highest molecular weight?
C26H59N9O3P2SSiTeY



The lowest molecular weight belongs to which entry?
C26H59InNP



Among the records above, which one has the highest molecular weight?
C26H59N9O3P2SSiTeY